Entry 1:
Density functional theory data (ωB97M-V with the def2-TZVPD basis set) for C14H14N4S5SbTc as an isolated structure at a distorted geometry.

The geometry in XYZ format:
```
39
Properties=species:S:1:pos:R:3:forces:R:3:nbo_charge:R:1
Tc -0.89520 -1.68660 -0.47424 -0.2 0.6 0.3 0.356
N -0.37478 0.31128 -4.18577 0.3 0.2 0.1 -0.667
C -0.55442 -0.04063 -2.94426 0.4 -1.1 0.1 0.317
S 0.38213 -1.35725 -2.28661 -0.3 0.2 -0.2 0.150
N -1.45575 0.62033 -2.16218 -0.1 1.3 -2.4 -0.255
N -1.65988 0.09095 -1.05436 0.3 -1.0 1.6 -0.039
C -2.23010 0.90395 -0.07987 0.2 -1.4 0.2 -0.074
C -1.85209 0.59442 1.16850 0.9 0.0 0.9 0.229
C -2.18483 1.39347 2.30426 0.8 0.1 1.1 -0.276
C -1.44695 1.49299 3.46037 -0.2 0.2 -1.1 -0.076
C -0.14815 0.89348 3.72620 0.2 0.7 1.3 -0.272
C 0.72200 0.24559 2.96104 1.0 -0.1 0.0 -0.108
N -0.91004 -0.51950 1.29377 -0.7 -1.8 0.2 -0.603
H 0.41634 0.05794 -4.75209 0.2 -0.6 0.2 0.440
H -0.92500 1.02269 -4.58410 -0.9 1.1 -0.4 0.433
H -2.82416 1.75466 -0.26192 -0.5 0.8 -0.8 0.264
H -3.01721 2.04689 2.14819 -0.5 0.3 0.2 0.253
H -1.72946 2.23185 4.22882 -0.2 -0.6 -0.5 0.259
H 0.26000 1.16668 4.70947 -0.3 -0.2 -0.4 0.253
H 1.73040 0.04770 3.39585 -0.9 0.2 -0.5 0.252
S -1.25083 -5.28947 -1.90379 -0.3 -0.4 -0.6 -0.231
Sb 0.99533 -5.05889 -1.18491 0.5 -0.5 -0.5 1.150
S -2.83003 -2.60465 -0.93444 0.4 -0.1 -0.1 0.126
S -2.37260 -4.55824 -0.40166 -0.5 0.1 0.4 0.069
S 0.74468 -3.48579 0.35663 -0.2 0.8 0.5 -0.627
C 0.52593 -0.31074 1.58805 1.6 0.8 0.6 -0.158
C 1.33046 0.38602 0.49191 -0.6 -0.7 -0.3 -0.003
C 2.42500 -0.22088 -0.11673 0.8 0.4 -0.1 -0.210
C 3.14489 0.45533 -1.11832 -1.6 0.4 0.4 -0.197
C 2.64016 1.65495 -1.61423 -0.4 0.0 0.8 -0.179
C 1.49207 2.23161 -1.05017 0.7 -0.2 -0.3 -0.191
C 0.88483 1.59954 -0.00893 -0.3 0.2 0.9 -0.256
H -1.19289 -1.13764 2.08409 -0.3 0.6 -0.5 0.444
H 0.98122 -1.29527 1.70419 -0.4 -0.3 -0.3 0.264
H 2.81940 -1.18282 0.18598 -0.2 -0.1 0.3 0.232
H 4.03009 0.00953 -1.49743 0.6 -0.2 -0.4 0.239
H 3.13818 2.22196 -2.35564 0.6 0.2 -0.8 0.236
H 1.10253 3.19983 -1.32952 0.2 0.0 -0.4 0.239
H 0.08873 2.11473 0.49385 -0.3 0.1 0.2 0.217
```
Forces are in eV/Å.

Properties
HOMO energy (spin up / spin down): -0.5353 / -0.5353 Eh
Energy: -83602.378 eV
Total charge: +2
2S+1: 1
Relative energy (zero: lowest compared OMol25 entry of this formula, charge and spin): 48.5 kJ/mol

Entry 2:
Density functional theory data (ωB97M-V with the def2-TZVPD basis set) for C25H24N4O3PtS2SeTe as an isolated structure.

The geometry in XYZ format:
```
61
Properties=species:S:1:pos:R:3:forces:R:3:nbo_charge:R:1
Pt 0.20818 0.26807 -0.98105 -0.4 -0.7 -0.6 0.385
N -0.09700 -0.27171 0.93194 -0.2 -0.1 0.1 -0.481
C -0.23963 -0.84018 1.92418 0.1 0.2 0.1 0.581
N -0.29741 -1.47964 3.06061 0.0 0.0 0.0 -0.459
C 0.44031 -2.74108 3.22979 0.0 0.0 0.0 -0.235
C 1.04821 -2.74773 4.61952 0.0 0.0 0.0 -0.082
O 0.05275 -2.51860 5.60238 0.0 0.0 0.0 -0.513
C -0.53791 -1.24264 5.45032 0.0 0.0 0.0 -0.079
C -1.25479 -1.13788 4.11490 0.0 0.0 0.0 -0.231
H 1.20293 -2.80554 2.45412 0.0 0.0 0.0 0.243
H -0.25337 -3.57879 3.11701 0.0 0.0 0.0 0.203
H 1.82876 -1.98011 4.68930 0.0 0.0 0.0 0.176
H 1.48848 -3.71951 4.83432 0.0 0.0 0.0 0.211
H 0.22969 -0.46154 5.51992 0.0 0.0 0.0 0.174
H -1.24464 -1.11847 6.26889 0.0 0.0 0.0 0.208
H -1.62612 -0.12831 3.94650 0.0 0.0 0.0 0.226
H -2.09385 -1.83917 4.08634 0.0 0.0 0.0 0.202
Se 1.47943 -1.84128 -1.21028 0.3 0.3 0.0 -0.126
C 3.21490 -1.51522 -0.48843 0.0 0.0 0.1 -0.139
C 4.30803 -2.24448 -0.94532 0.0 0.0 0.0 -0.298
C 5.55169 -2.02636 -0.37212 0.0 0.0 0.0 0.043
N 5.78355 -1.14766 0.60089 0.0 0.0 0.0 -0.438
C 4.73246 -0.45090 1.02987 0.0 0.0 0.0 0.031
C 3.44845 -0.59426 0.53131 0.0 0.0 0.0 -0.317
H 4.19588 -2.96587 -1.74398 0.0 0.0 0.0 0.225
H 6.41230 -2.58678 -0.72194 0.0 0.0 0.0 0.191
H 4.92761 0.26349 1.82443 0.0 0.0 0.0 0.187
H 2.63892 0.00799 0.92498 0.0 0.0 0.0 0.219
C -3.23232 -0.61745 -0.53736 0.0 0.0 0.0 -0.693
Te -2.28319 1.11814 -1.37010 0.3 0.3 0.1 0.760
C -2.58421 0.02566 -3.18469 0.0 0.0 0.0 -0.638
C -3.85498 -0.74391 -2.94105 0.0 0.0 0.0 -0.086
C -4.69427 -1.14215 -3.97292 0.0 0.0 0.0 -0.184
C -5.84410 -1.86875 -3.69814 0.0 0.0 0.0 -0.205
C -6.16071 -2.19810 -2.38846 0.0 0.0 0.0 -0.205
C -5.32698 -1.79997 -1.35307 0.0 0.0 0.0 -0.230
C -4.17413 -1.07488 -1.62246 0.0 0.0 0.0 0.042
H -3.75057 -0.36977 0.38696 0.0 0.0 0.0 0.230
H -2.45338 -1.35295 -0.33108 0.0 0.0 0.0 0.235
H -1.72191 -0.62751 -3.30805 0.0 0.0 0.0 0.252
H -2.63287 0.70852 -4.02824 0.0 0.0 0.0 0.252
H -4.44960 -0.87728 -4.99430 0.0 0.0 0.0 0.216
H -6.49804 -2.16826 -4.50654 0.0 0.0 0.0 0.217
H -7.06281 -2.75482 -2.17120 0.0 0.0 0.0 0.216
H -5.57896 -2.04723 -0.32854 0.0 0.0 0.0 0.209
O -1.36944 4.70978 -1.13241 0.0 0.0 0.0 -0.929
S -0.32262 4.74251 -2.11509 -0.1 0.0 0.2 2.279
O -0.22210 5.85933 -3.00072 0.0 0.0 0.0 -0.908
N -0.39893 3.30818 -2.97605 0.0 -0.2 0.0 -0.720
C 0.58430 2.54008 -2.66121 0.3 0.2 -0.2 0.157
S 0.76184 0.87425 -3.18303 -0.2 0.0 0.4 -0.135
C 1.61714 3.13327 -1.75149 -0.1 0.0 0.0 -0.167
C 2.82586 2.59752 -1.33804 0.0 0.0 0.0 -0.166
C 3.61387 3.35822 -0.48139 0.0 0.0 0.0 -0.201
C 3.20481 4.62005 -0.06097 0.0 0.0 0.0 -0.188
C 1.99899 5.16440 -0.49413 0.0 0.0 0.0 -0.206
C 1.23136 4.39515 -1.34033 0.0 0.0 -0.1 -0.240
H 3.14157 1.62185 -1.68411 0.0 0.0 0.0 0.250
H 4.56460 2.96416 -0.14587 0.0 0.0 0.0 0.224
H 3.83977 5.19401 0.60127 0.0 0.0 0.0 0.220
H 1.68415 6.15215 -0.18559 0.0 0.0 0.0 0.234
```
Forces are in eV/Å.

Properties
HOMO energy: -0.2833 Eh
Energy: -135973.287 eV
Total charge: 0
2S+1: 1
Relative energy (zero: lowest compared OMol25 entry of this formula, charge and spin): 11.7 kJ/mol

Entry 3:
Density functional theory data (ωB97M-V with the def2-TZVPD basis set) for one molecule with the formula C9H18NO4P at a distorted geometry.

The geometry in XYZ format:
```
33
Properties=species:S:1:pos:R:3:forces:R:3:nbo_charge:R:1
C -0.04707 -0.78324 -3.02830 0.0 0.2 0.0 -0.509
C -0.14707 -1.74133 -2.12814 0.2 -0.4 -0.3 0.154
O -0.62035 -1.62834 -0.85635 -0.2 0.3 0.4 -0.794
P -0.79479 -0.28029 0.01596 0.2 1.0 -1.4 2.407
O -1.42502 -0.60871 1.28905 0.1 -0.1 0.5 -1.092
O -1.70216 0.70911 -0.89400 0.9 -0.7 0.3 -0.829
C -2.98967 1.09518 -0.43232 -0.8 0.1 0.2 -0.062
C -4.06554 0.17649 -0.98744 0.4 0.2 0.0 -0.631
C 0.79890 0.57907 -0.07075 -0.8 -0.5 0.2 -0.676
C 0.82283 1.91114 0.63456 0.1 0.1 0.3 -0.414
C 1.65464 0.78910 1.15457 0.3 0.1 -0.3 0.296
C 3.15400 0.81454 0.92511 -0.4 -0.1 0.1 -0.642
O 1.23455 0.26475 2.37247 -0.1 0.3 -0.1 -0.513
C 1.64393 -1.05398 2.63390 0.2 -0.2 0.4 0.101
N 1.32132 -1.93616 1.53645 0.0 -0.2 0.1 -0.874
H -0.34887 0.22627 -2.81313 -0.1 0.2 0.0 0.218
H 0.32896 -0.99836 -4.01191 0.1 -0.2 -0.1 0.216
H 0.13182 -2.76854 -2.33258 0.0 0.1 0.0 0.190
H -3.00461 1.06385 0.66162 0.0 0.1 -0.1 0.201
H -3.13438 2.12523 -0.77184 0.0 -0.1 0.1 0.180
H -5.04604 0.52065 -0.66893 -0.1 0.0 0.0 0.213
H -4.02618 0.16128 -2.07459 0.0 0.0 -0.1 0.209
H -3.90116 -0.83235 -0.61616 -0.1 -0.1 0.0 0.217
H 1.31257 0.48143 -1.01574 0.0 0.0 -0.1 0.263
H 1.30089 2.75686 0.16412 0.1 0.0 -0.1 0.219
H -0.06147 2.15014 1.20781 0.0 0.0 0.1 0.233
H 3.65850 1.14709 1.82912 0.1 0.1 0.1 0.221
H 3.39427 1.49851 0.11685 0.1 0.0 -0.1 0.215
H 3.51088 -0.17773 0.66134 0.1 -0.1 0.0 0.220
H 1.13905 -1.29913 3.58209 0.1 0.1 -0.2 0.166
H 2.73355 -1.09321 2.79368 -0.2 0.0 0.0 0.146
H 1.71940 -2.85437 1.69931 0.0 0.1 -0.1 0.366
H 0.31270 -2.02956 1.46645 0.1 -0.2 0.2 0.382
```
Forces are in eV/Å.

Properties
HOMO energy: -0.3480 Eh
Energy: -28594.434 eV
SMILES string: C=CO[P@](=O)(OCC)[C@H]1C[C@@]1(C)OCN
Total charge: 0
2S+1: 1
Relative energy (zero: lowest compared OMol25 entry of this formula, charge and spin): 9.7 kJ/mol